[1]
85
Properties=species:S:1:pos:R:3 method="wB97M-V/def2-TZVPD" relative_energy_ev=0.315 lumo_energy_ev="-7.12 / -6.31" e_tot_ha=-7393.96215 orbital_gap_ev="7.05 / 7.84" charge=+2 s2=2.04 multiplicity=3
V -0.950 0.488 -0.330
Cl 1.040 1.090 -1.751
C 1.861 -0.409 -2.175
C 2.750 -0.349 -3.230
C 3.482 -1.486 -3.532
C 3.331 -2.643 -2.776
C 2.428 -2.676 -1.729
C 1.653 -1.552 -1.423
P 0.475 -1.575 -0.056
C 1.520 -1.863 1.404
C 1.053 -2.541 2.531
C 1.918 -2.826 3.576
C 3.250 -2.443 3.505
C 3.712 -1.749 2.397
C 2.851 -1.446 1.354
C -0.597 -3.020 -0.282
C -0.490 -3.867 -1.384
C -1.297 -4.992 -1.475
C -2.214 -5.278 -0.476
C -2.357 -4.415 0.603
C -1.564 -3.285 0.694
H 2.868 0.562 -3.799
H 4.181 -1.463 -4.357
H 3.922 -3.520 -3.003
H 2.323 -3.574 -1.133
H 0.034 -2.888 2.593
H 1.553 -3.370 4.436
H 3.927 -2.691 4.311
H 4.748 -1.446 2.338
H 3.233 -0.912 0.494
H 0.217 -3.661 -2.175
H -1.199 -5.650 -2.328
H -2.827 -6.167 -0.542
H -3.088 -4.621 1.373
H -1.718 -2.601 1.519
F -3.882 5.381 4.440
C -3.030 4.751 3.661
C -1.674 4.785 3.940
F -1.229 5.459 4.984
C -0.786 4.124 3.106
F 0.511 4.240 3.385
C -1.221 3.395 2.005
P -0.077 2.601 0.842
C 0.381 3.928 -0.286
C 1.219 4.961 0.140
C 1.479 6.025 -0.707
C 0.899 6.070 -1.969
C 0.051 5.056 -2.388
C -0.213 3.986 -1.547
C 1.343 2.055 1.807
C 2.651 2.317 1.407
C 3.704 1.954 2.234
C 3.455 1.320 3.442
C 2.154 1.008 3.816
C 1.098 1.370 3.000
C -2.588 3.404 1.726
Br -3.279 2.573 0.182
C -3.485 4.065 2.541
F -4.780 4.070 2.271
H 1.662 4.938 1.128
H 2.131 6.824 -0.380
H 1.104 6.906 -2.625
H -0.411 5.100 -3.365
H -0.896 3.209 -1.876
H 2.849 2.836 0.478
H 4.719 2.187 1.941
H 4.278 1.062 4.095
H 1.962 0.502 4.752
H 0.080 1.164 3.317
O -0.663 -0.463 -3.880
C -1.586 -0.703 -3.155
N -1.926 0.076 -2.018
S -3.229 -0.529 -1.247
O -2.629 -0.575 0.139
O -4.449 0.196 -1.321
C -3.350 -2.016 -2.153
C -4.287 -3.023 -2.046
C -4.306 -3.964 -3.068
C -3.437 -3.868 -4.153
C -2.516 -2.832 -4.249
C -2.483 -1.896 -3.232
H -4.981 -3.073 -1.219
H -5.021 -4.775 -3.028
H -3.493 -4.606 -4.942
H -1.850 -2.736 -5.096



[2]
116
Properties=species:S:1:pos:R:3 method="wB97M-V/def2-TZVPD" lumo_energy_ev=4.10 e_tot_ha=-7330.28362 orbital_gap_ev=4.57 charge=-2
Pb -1.645 0.440 -0.371
C -1.229 5.591 3.943
C -1.952 4.511 4.418
C -1.752 3.249 3.890
C -0.821 3.064 2.873
C -0.115 4.161 2.383
C -0.319 5.418 2.910
P -0.424 1.486 2.029
C -1.460 0.334 2.995
C -2.839 0.467 2.825
C -3.705 -0.390 3.475
C -3.208 -1.373 4.315
C -1.840 -1.511 4.482
C -0.963 -0.676 3.810
C 1.204 1.161 2.784
C 1.482 1.499 4.101
C 2.687 1.110 4.661
C 3.604 0.408 3.894
C 3.335 0.124 2.566
C 2.130 0.496 1.986
Si 1.543 0.274 0.166
C 2.361 1.934 -0.428
C 3.569 2.477 -0.003
C 4.189 3.493 -0.709
C 3.621 3.977 -1.879
C 2.378 3.520 -2.269
C 1.744 2.536 -1.517
P -0.004 2.150 -1.833
C -0.732 3.816 -1.764
C -2.056 3.947 -2.183
C -2.741 5.126 -1.965
C -2.116 6.185 -1.330
C -0.804 6.059 -0.903
C -0.118 4.877 -1.102
C 0.089 1.760 -3.606
C -0.401 2.561 -4.630
C -0.239 2.169 -5.947
C 0.414 0.986 -6.251
C 0.899 0.182 -5.230
C 0.737 0.565 -3.914
C 2.890 -0.899 -0.565
C 4.207 -0.616 -0.899
C 5.056 -1.607 -1.362
C 4.596 -2.908 -1.503
C 3.275 -3.205 -1.217
C 2.428 -2.201 -0.767
P 0.649 -2.432 -0.375
C 0.345 -3.828 -1.538
C 0.297 -5.196 -1.298
C -0.006 -6.070 -2.331
C -0.240 -5.595 -3.610
C -0.168 -4.234 -3.864
C 0.112 -3.363 -2.833
C 0.855 -3.236 1.240
C 1.908 -2.850 2.066
C 1.988 -3.300 3.369
C 1.021 -4.154 3.872
C -0.024 -4.555 3.053
C -0.110 -4.096 1.753
H -1.386 6.574 4.363
H -2.676 4.653 5.211
H -2.319 2.412 4.273
H 0.592 4.002 1.578
H 0.229 6.263 2.518
H -3.232 1.229 2.167
H -4.767 -0.298 3.306
H -3.888 -2.044 4.825
H -1.453 -2.292 5.124
H 0.103 -0.820 3.916
H 0.760 2.054 4.688
H 2.908 1.349 5.694
H 4.546 0.103 4.333
H 4.079 -0.384 1.966
H 4.023 2.105 0.905
H 5.130 3.900 -0.360
H 4.133 4.734 -2.459
H 1.892 3.931 -3.147
H -2.561 3.105 -2.631
H -3.781 5.187 -2.245
H -2.655 7.106 -1.144
H -0.319 6.878 -0.385
H 0.896 4.782 -0.737
H -0.911 3.486 -4.400
H -0.623 2.792 -6.745
H 0.543 0.688 -7.283
H 1.406 -0.745 -5.463
H 1.105 -0.054 -3.106
H 4.581 0.393 -0.783
H 6.088 -1.370 -1.597
H 5.267 -3.688 -1.843
H 2.909 -4.219 -1.338
H 0.516 -5.586 -0.312
H -0.059 -7.135 -2.137
H -0.475 -6.284 -4.411
H -0.338 -3.852 -4.862
H 0.144 -2.295 -3.007
H 2.666 -2.188 1.681
H 2.811 -2.973 3.994
H 1.077 -4.496 4.898
H -0.788 -5.215 3.440
H -0.947 -4.380 1.134
Cl -6.713 -4.784 -2.148
C -5.287 -3.992 -1.550
C -4.914 -4.182 -0.217
C -3.780 -3.576 0.243
Cl -3.359 -3.766 1.911
C -2.931 -2.734 -0.561
O -1.866 -2.252 -0.103
C -3.408 -2.531 -1.910
C -2.756 -1.656 -2.839
O -1.884 -0.821 -2.657
C -4.559 -3.181 -2.374
H -5.512 -4.796 0.439
H -3.132 -1.792 -3.878
H -4.886 -2.992 -3.387
Se -3.822 1.825 -0.450